{
  "formula": "C6H5BF13IOTa",
  "method": "ωB97M-V/def2-TZVPD",
  "symbols": ["Ta", "I", "F", "F", "F", "F", "F", "F", "F", "F", "F", "F", "F", "F", "F", "O", "C", "C", "C", "C", "C", "C", "B", "H", "H", "H", "H", "H"],
  "coordinates": [[-0.179, 0.027, 0.330], [-0.012, 2.808, 0.552], [3.885, -0.453, 0.097], [0.968, -1.310, 3.674], [3.135, 1.232, 1.212], [0.946, -1.798, -1.759], [4.635, -0.065, 2.096], [-1.022, -1.176, -2.401], [-1.760, -0.231, 1.290], [-4.141, 1.502, 0.112], [-4.004, -0.646, -0.728], [3.012, -0.794, 4.186], [-0.818, -2.444, -0.630], [-2.241, 0.790, -0.930], [1.662, 0.715, 3.406], [1.307, -0.677, 1.077], [3.561, -0.036, 1.326], [2.447, -0.948, 1.888], [2.840, -2.408, 1.793], [-0.261, -1.401, -1.339], [2.029, -0.572, 3.329], [0.433, 1.474, -1.124], [-3.512, 0.534, -0.489], [-0.189, 1.778, -1.959], [2.996, -2.684, 0.753], [2.058, -3.035, 2.216], [1.493, 1.589, -1.349], [3.764, -2.565, 2.349]],
  "forces_ev_per_angstrom": [[-0.50, 0.15, -0.09], [0.13, -0.12, -0.02], [0.02, 0.05, 0.06], [0.00, 0.01, 0.02], [0.04, 0.01, 0.02], [0.00, -0.06, -0.03], [0.01, 0.01, -0.02], [-0.04, -0.04, -0.01], [-0.17, -0.07, 0.16], [0.07, -0.13, -0.06], [0.04, 0.12, 0.05], [-0.04, 0.00, -0.02], [0.08, 0.12, 0.00], [-0.06, -0.06, 0.06], [-0.01, -0.03, 0.00], [0.25, 0.09, 0.19], [-0.03, -0.03, -0.09], [0.06, -0.12, -0.03], [-0.03, -0.01, 0.01], [0.11, 0.04, -0.13], [0.03, 0.03, -0.04], [0.14, 0.01, -0.10], [-0.03, 0.02, -0.04], [-0.06, 0.01, 0.03], [0.03, 0.04, 0.00], [-0.01, 0.01, 0.03], [0.01, -0.03, 0.04], [-0.02, -0.02, -0.01]],
  "nbo_charge": [2.17, 0.38, -0.30, -0.30, -0.31, -0.31, -0.28, -0.30, -0.57, -0.46, -0.46, -0.28, -0.32, -0.52, -0.31, -0.73, 0.97, 0.10, -0.64, 0.62, 0.96, -0.91, 1.50, 0.27, 0.26, 0.25, 0.27, 0.26],
  "charge": 1,
  "e_above_lowest_kj_mol": 0.0,
  "energy_ev": -54007.2344,
  "largest_force_ha_per_bohr": 0.0103
}